# 1
C6H17N2 | ωB97M-V/def2-TZVPD

Last column: Mulliken charge in e.
Cartesian coordinates (Å):
N -1.73 -0.54 -2.26  -0.168
C -2.08 -0.41 -0.81  -0.884
C -0.90 -0.42 0.24  -0.639
N 0.41 -0.01 -0.22  0.090
C 1.16 -1.05 -0.94  -1.141
C 1.48 -0.13 1.99  -1.456
C 1.28 0.70 0.72  0.411
C 0.72 2.05 1.09  -1.491
H -1.25 -1.44 -2.36  0.305
H -2.54 -0.48 -2.88  0.367
H -1.27 0.38 -2.45  0.370
H -2.81 -1.24 -0.52  0.363
H -2.64 0.51 -0.57  0.368
H -1.24 0.27 1.01  0.452
H -0.95 -1.46 0.57  0.334
H 0.47 -1.80 -1.44  0.287
H 1.60 -0.52 -1.80  0.366
H 1.99 -1.51 -0.44  0.406
H 2.13 -0.98 1.99  0.377
H 1.74 0.58 2.80  0.453
H 0.53 -0.51 2.37  0.336
H 2.28 0.74 0.27  0.422
H 1.38 2.89 1.02  0.343
H 0.38 2.04 2.13  0.389
H -0.16 2.35 0.50  0.340

Computed properties:
Net charge: +1
Lowest unoccupied orbital energy in Eh: -0.1345
SMILES string: CC(C)N(C)CC[NH3+]

# 2
C6H17N2 | ωB97M-V/def2-TZVPD

Last column: Mulliken charge in e.
Cartesian coordinates (Å):
N -0.83 -1.13 -1.35  -0.241
C -0.01 0.18 -1.05  0.057
C -0.95 0.84 0.12  0.797
C -0.36 1.27 1.46  -1.490
C -1.57 2.12 -0.51  -1.873
C 1.35 -0.17 -0.59  -0.646
N 1.37 -1.79 -0.19  -0.526
C 1.29 -2.03 1.28  -0.756
H -0.11 -1.91 -1.12  0.414
H -1.09 -1.13 -2.34  0.343
H -1.62 -1.17 -0.74  0.329
H -0.07 0.87 -1.97  0.468
H -1.83 0.07 0.34  0.044
H -0.64 2.35 1.71  0.382
H 0.78 1.43 1.42  0.256
H -0.50 0.60 2.27  0.396
H -1.94 2.28 -1.51  0.409
H -0.81 2.88 -0.48  0.512
H -2.41 2.39 0.21  0.384
H 2.07 0.05 -1.36  0.400
H 1.77 0.60 0.19  0.229
H 2.23 -2.24 -0.63  0.266
H 2.28 -1.79 1.80  0.275
H 0.52 -1.47 1.88  0.219
H 1.07 -3.09 1.17  0.350

Computed properties:
Net charge: +1
Lowest unoccupied orbital energy in Eh: -0.1084
SMILES string: CNC[C@@H]([NH3+])C(C)C

# 3
C6H17N2 | ωB97M-V/def2-TZVPD

Last column: Mulliken charge in e.
Cartesian coordinates (Å):
C -1.68 0.72 0.82  -0.717
N -0.36 0.11 0.85  -0.290
C -0.27 -1.02 -0.14  -0.675
C 1.23 -1.39 -0.33  0.507
C 1.56 -0.93 -1.80  -1.424
C 1.55 -2.87 -0.30  -1.463
C -1.57 2.14 1.33  -0.599
N -0.76 2.98 0.30  -0.350
H -2.07 0.81 -0.20  0.392
H -2.49 0.30 1.44  0.364
H -0.31 -0.35 1.76  0.274
H -0.60 -0.67 -1.11  0.338
H -0.75 -1.89 0.35  0.329
H 1.73 -0.77 0.41  0.306
H 0.77 -1.16 -2.49  0.382
H 1.50 0.18 -1.76  0.305
H 2.60 -0.99 -2.15  0.384
H 0.92 -3.48 -0.94  0.357
H 1.40 -3.21 0.72  0.399
H 2.59 -3.04 -0.61  0.391
H -0.92 2.18 2.21  0.327
H -2.37 2.82 1.60  0.409
H 0.22 3.13 0.53  0.361
H -0.74 2.50 -0.60  0.329
H -1.16 3.90 0.10  0.364

Computed properties:
Net charge: +1
Lowest unoccupied orbital energy in Eh: -0.1295
SMILES string: CC(C)CNCC[NH3+]

# 4
C6H17N2 | ωB97M-V/def2-TZVPD

Last column: Mulliken charge in e.
Cartesian coordinates (Å):
C 1.18 0.38 0.08  -0.607
N 0.34 -0.61 -0.59  -0.373
C -0.58 -1.36 0.33  -0.885
C 0.09 -2.51 1.08  -0.266
C -0.98 -3.23 1.92  -1.149
C 1.14 1.69 -0.72  -0.857
N -0.29 2.16 -0.82  -0.150
C -0.42 3.33 -1.73  -0.827
H 0.95 0.63 1.12  0.399
H 2.23 0.11 -0.04  0.376
H 1.00 -1.31 -0.90  0.292
H -1.10 -0.58 0.88  0.429
H -1.26 -1.89 -0.34  0.314
H 0.91 -2.24 1.74  0.333
H 0.45 -3.19 0.31  0.343
H -1.47 -4.13 1.54  0.345
H -0.65 -3.41 2.94  0.299
H -1.88 -2.59 1.94  0.330
H 1.68 2.46 -0.17  0.410
H 1.49 1.57 -1.73  0.451
H -0.91 1.37 -1.05  0.369
H -0.56 2.48 0.11  0.374
H -1.47 3.46 -1.99  0.369
H 0.08 3.27 -2.70  0.326
H 0.04 4.16 -1.20  0.354

Computed properties:
Net charge: +1
Lowest unoccupied orbital energy in Eh: -0.1143
SMILES string: CCCNCC[NH2+]C

# 5
C6H17N2O | ωB97M-V/def2-TZVPD

Last column: Mulliken charge in e.
Cartesian coordinates (Å):
C 1.79 -1.95 0.75  -1.381
C 0.85 -0.94 0.09  0.369
C -0.63 -1.10 0.43  -1.480
C -1.40 0.10 -0.06  0.930
C -1.88 0.19 -1.30  -1.195
C -2.24 2.28 0.79  -0.915
N -1.27 1.19 0.82  -0.181
N 1.03 -0.93 -1.41  -0.086
H 1.30 -2.90 0.92  0.355
H 2.73 -2.03 0.20  0.438
H 2.23 -1.44 1.61  0.365
H 1.14 0.04 0.45  0.201
H -1.00 -2.03 -0.02  0.396
H -0.79 -1.22 1.50  0.476
H -2.42 1.03 -1.72  0.267
H -1.84 -0.67 -1.96  0.278
H -1.68 3.20 0.95  0.297
H -3.10 2.19 1.46  0.299
H -2.78 2.33 -0.15  0.303
H -1.21 0.80 1.75  0.260
H 0.14 -1.24 -1.83  0.266
H 1.62 -1.70 -1.72  0.396
H 1.31 -0.03 -1.79  0.366
H 2.11 2.08 0.24  0.298
H 3.45 1.51 -0.12  0.271
O 2.55 1.23 0.10  -0.594

Computed properties:
Net charge: +1
Lowest unoccupied orbital energy in Eh: -0.1115

# 6
C6H17N2O | ωB97M-V/def2-TZVPD

Last column: Mulliken charge in e.
Cartesian coordinates (Å):
C 3.85 -1.26 0.28  -1.044
C 0.68 1.32 -0.24  -0.550
C 0.46 -0.98 0.55  -0.521
C -3.24 1.43 -0.31  -0.901
C -2.95 -1.01 0.34  -1.050
C 2.62 0.08 -0.03  0.585
N 1.32 0.04 0.01  0.114
N -2.57 0.13 -0.52  -0.302
O 3.12 1.10 -0.66  -0.377
H 3.73 -1.98 -0.53  0.339
H 4.81 -0.70 0.27  0.463
H 3.68 -1.75 1.27  0.325
H 0.97 1.89 0.57  0.469
H 0.91 1.68 -1.34  0.320
H -0.46 1.17 -0.33  -0.083
H -0.46 -0.85 0.15  -0.030
H 0.90 -1.97 0.42  0.355
H 0.38 -0.71 1.65  0.346
H -3.26 1.79 0.77  0.271
H -2.66 2.26 -0.94  0.237
H -4.20 1.20 -0.78  0.413
H -2.81 -0.67 1.40  0.287
H -3.89 -1.21 -0.02  0.500
H -2.29 -1.84 0.14  0.314
H -2.73 -0.17 -1.43  0.171
H 4.08 1.01 -0.68  0.350

Computed properties:
Net charge: +1
Lowest unoccupied orbital energy in Eh: -0.1245

# 7
C6H17N2Si | ωB97M-V/def2-TZVPD

Last column: Mulliken charge in e.
Cartesian coordinates (Å):
C 5.82 -0.39 -0.89  -0.501
C 5.54 -1.23 0.32  -0.544
C -7.77 0.09 -0.83  -0.984
C -8.74 -0.56 0.17  -0.496
C 5.37 1.10 -0.87  -0.604
C 5.69 1.84 1.31  -0.476
N 6.25 1.78 0.13  -0.041
N -9.80 0.21 0.76  -0.531
Si 4.15 -2.38 0.35  0.301
H 6.84 -0.41 -1.10  0.353
H 5.38 -0.94 -1.85  0.345
H 6.10 -1.32 1.23  0.613
H -7.38 1.03 -0.40  0.304
H -6.91 -0.48 -0.97  0.335
H -8.16 0.04 -1.88  0.244
H -8.15 -1.00 0.93  0.297
H -9.12 -1.39 -0.24  0.433
H 5.52 1.36 -1.92  0.349
H 4.26 1.16 -0.74  0.366
H 4.95 1.10 1.67  0.296
H 6.09 2.60 1.94  0.294
H 7.00 2.42 -0.09  0.272
H -9.45 1.09 1.03  0.188
H -10.32 -0.38 1.37  0.211
H 3.40 -2.97 1.44  -0.005
H 3.44 -2.36 -0.89  -0.018

Computed properties:
Net charge: +1
Spin multiplicity: 3
Lowest unoccupied orbital energy (spin up / spin down) in Eh: -0.2092 / -0.2423
<S²>: 2.01

# 8
C6H17N3 | ωB97M-V/def2-TZVPD

Last column: Mulliken charge in e.
Cartesian coordinates (Å):
C 1.23 1.12 0.63  -0.141
C -1.70 -0.26 0.23  0.914
C -2.63 -1.41 -0.15  -1.469
C -2.38 1.09 0.07  -1.188
N 2.43 1.69 0.18  -0.427
N 1.25 0.77 1.99  -0.575
H 0.41 1.81 0.43  0.134
H -1.30 -0.42 1.23  0.107
H 1.91 0.00 2.13  0.343
H 0.34 0.49 2.33  0.285
H 3.19 1.04 0.31  0.226
H 2.32 2.69 0.03  0.238
H -3.05 -1.27 -1.14  0.338
H -3.45 -1.48 0.57  0.374
H -2.12 -2.37 -0.13  0.380
H -2.70 1.28 -0.96  0.273
H -3.26 1.17 0.71  0.342
H -1.72 1.93 0.31  0.315
C 1.58 -0.78 -1.84  -1.317
C 1.35 -0.59 -0.37  0.660
N 1.89 -1.37 0.48  -0.699
H 2.26 -2.25 0.10  0.238
H -0.72 -0.38 -0.50  -0.396
H 2.62 -0.58 -2.10  0.351
H 1.32 -1.81 -2.13  0.366
H 0.93 -0.12 -2.42  0.326

Computed properties:
Lowest unoccupied orbital energy in Eh: 0.0338

# 9
C6H17N4 | ωB97M-V/def2-TZVPD

Last column: Mulliken charge in e.
Cartesian coordinates (Å):
C -1.74 1.05 2.05  0.004
C -0.28 -2.99 -0.60  -1.376
C -0.58 -0.83 -1.91  -1.653
C 2.17 2.51 -0.02  -0.951
C 1.00 -0.80 0.00  -0.738
C 0.32 -1.66 -1.10  0.911
N -2.39 1.11 0.90  -0.271
N -0.45 1.13 2.10  -0.655
N 1.27 1.43 0.27  0.329
N 1.38 0.43 -0.50  -0.251
H -2.30 0.68 2.93  0.354
H -1.28 -2.97 -1.10  0.304
H -0.46 -2.88 0.39  0.467
H 0.27 -3.80 -0.94  0.334
H -1.31 -1.38 -2.56  0.426
H -1.28 -0.29 -1.38  0.292
H -0.07 -0.08 -2.49  0.453
H 2.91 2.24 -0.73  0.357
H 1.66 3.42 -0.44  0.333
H 2.44 2.97 0.88  0.381
H 0.49 -0.56 0.90  0.496
H 1.96 -1.37 0.24  0.265
H 1.13 -1.98 -1.84  0.190
H -3.29 0.85 0.73  0.173
H -0.18 0.71 2.92  0.166
H 0.50 1.51 1.09  0.448
H -1.90 1.58 0.18  0.211

Computed properties:
Net charge: +1
Lowest unoccupied orbital energy in Eh: -0.1661

# 10
C6H17N4Si | ωB97M-V/def2-TZVPD

Last column: Mulliken charge in e.
Cartesian coordinates (Å):
C -0.20 0.48 0.93  0.229
C 1.18 1.07 1.23  -0.302
C 0.83 1.78 2.63  -1.039
C -0.99 0.24 -2.40  -0.956
C 1.87 -1.33 -1.42  -0.956
C -0.91 -2.86 -1.75  -1.350
N -1.30 1.02 1.32  -0.194
N -0.19 2.77 2.42  -0.244
N -0.65 -0.87 0.40  -0.265
N -1.37 2.19 1.97  -0.353
Si -0.05 -1.23 -1.51  0.388
H 1.85 0.22 1.29  0.382
H 1.38 1.68 0.42  0.262
H 0.62 1.14 3.39  0.369
H 1.66 2.23 2.97  0.491
H -0.40 1.30 -2.35  0.278
H -0.92 -0.04 -3.50  0.367
H -1.91 0.38 -1.88  0.348
H 2.30 -1.35 -0.33  0.280
H 2.27 -2.21 -2.04  0.361
H 2.38 -0.36 -1.84  0.307
H -1.90 -2.85 -1.69  0.493
H -0.88 -3.33 -2.77  0.379
H -0.55 -3.65 -1.25  0.494
H 0.01 3.55 1.87  0.257
H -1.64 -0.90 0.53  0.367
H -0.20 -1.52 1.08  0.407
H -2.28 2.45 2.27  0.201

Computed properties:
Net charge: +1
Lowest unoccupied orbital energy in Eh: -0.0964
SMILES string: C[Si](C)(C)[NH2+]C1=NNNCC1

# 11
C6H17NO | ωB97M-V/def2-TZVPD

Last column: Mulliken charge in e.
Cartesian coordinates (Å):
C -1.65 -2.22 0.90  -1.747
C -1.36 -1.22 -0.18  -0.082
C -0.03 -1.45 -1.00  -1.195
C 1.23 -1.19 -0.13  -1.339
C 1.29 0.01 0.78  -2.307
N 0.91 1.33 0.21  1.726
C 1.52 1.59 -1.11  -2.786
H -0.83 -2.46 1.57  0.256
H -2.00 -3.12 0.39  0.700
H -2.41 -1.72 1.55  0.342
H -2.19 -1.19 -0.90  0.836
H -1.28 -0.21 0.23  -0.466
H -0.12 -2.50 -1.31  1.189
H -0.09 -0.67 -1.76  -0.145
H 2.11 -1.15 -0.84  1.222
H 1.22 -2.04 0.53  0.544
H 2.31 0.02 1.19  0.801
H 0.42 -0.16 1.47  0.009
H 0.99 2.10 0.86  0.227
H 1.50 0.65 -1.63  0.493
H 0.80 2.26 -1.67  0.085
H 2.34 2.31 -1.17  0.918
H -0.84 1.96 0.28  0.170
H -2.31 2.22 0.10  0.309
O -1.52 2.66 0.47  -0.762

Computed properties:
Net charge: -1
Spin multiplicity: 2
Lowest unoccupied orbital energy (spin up / spin down) in Eh: 0.1425 / 0.1411
<S²>: 0.75

# 12
C6H17NO | ωB97M-V/def2-TZVPD

Last column: Mulliken charge in e.
Cartesian coordinates (Å):
C -0.83 -2.44 -1.76  -0.404
C -0.56 -3.86 -1.32  -1.210
C 0.40 -1.56 -1.25  -0.920
N 0.02 -0.83 -0.05  -0.377
C -0.45 1.31 1.04  -1.311
C 0.20 0.64 -0.17  0.410
C 1.75 0.87 -0.11  -1.344
H -0.93 -2.27 -2.83  0.373
H -1.75 -2.09 -1.29  0.255
H -1.41 -4.41 -0.89  0.361
H -0.37 -4.44 -2.24  0.262
H 0.08 -4.24 -0.51  0.378
H 0.62 -0.92 -2.12  0.374
H 1.29 -2.20 -1.19  0.456
H 0.42 -1.22 0.80  0.255
H -1.10 0.58 1.54  0.349
H 0.31 1.75 1.68  0.333
H -1.12 2.15 0.82  0.283
H -0.20 0.87 -1.16  0.390
H 2.06 1.89 -0.33  0.368
H 2.07 0.80 0.95  0.343
H 2.17 0.22 -0.86  0.376
H -0.44 6.86 3.29  0.316
H -1.56 6.12 3.87  0.314
O -0.69 6.42 4.10  -0.630

Computed properties:
Lowest unoccupied orbital energy in Eh: 0.0296
SMILES string: CCCNC(C)C.O